{
  "formula": "C16H34FeIN5O4S3",
  "method": "ωB97M-V with the def2-TZVPD basis set",
  "elements": ["Fe", "N", "C", "C", "O", "N", "C", "C", "O", "O", "H", "H", "H", "H", "H", "H", "C", "C", "S", "C", "C", "S", "C", "C", "S", "H", "H", "H", "H", "H", "H", "H", "H", "H", "H", "H", "H", "C", "C", "C", "C", "N", "N", "H", "H", "H", "H", "H", "H", "H", "H", "H", "H", "H", "H", "N", "C", "O", "C", "I", "H", "H", "H", "H"],
  "positions_angstrom": [[0.0844, 0.0844, 0.0414], [-0.7284, 1.5895, 1.4068], [0.3294, 2.6195, 1.4931], [0.8548, 2.8516, 0.0736], [1.0114, 3.9992, -0.3275], [1.0180, 1.7017, -0.6051], [0.9764, 1.8196, -2.0654], [-0.1606, 0.9637, -2.6333], [-0.3957, 0.9843, -3.8295], [-0.7933, 0.2412, -1.7613], [-1.1043, 1.3379, 2.3147], [-1.5153, 1.9614, 0.8808], [-0.0207, 3.5657, 1.9007], [1.1338, 2.2465, 2.1317], [0.8412, 2.8542, -2.3768], [1.8995, 1.4736, -2.5393], [-3.1682, -2.6877, 2.7796], [-2.2687, -3.3222, 1.7243], [-1.1873, -2.2855, 0.7031], [-2.0193, -2.2958, -0.9120], [-3.2701, -1.4212, -1.0620], [-3.1927, 0.2566, -0.3728], [-4.6358, 0.3717, 0.6980], [-4.4652, -0.2000, 2.1022], [-4.7252, -1.9930, 2.1833], [-2.6291, -1.9519, 3.3783], [-3.4796, -3.4832, 3.4597], [-2.8700, -3.9128, 1.0329], [-1.5824, -4.0062, 2.2286], [-2.2946, -3.3318, -1.1184], [-1.2511, -1.9817, -1.6156], [-4.1089, -1.9163, -0.5754], [-3.4703, -1.3244, -2.1284], [-5.5158, -0.0540, 0.2111], [-4.8150, 1.4467, 0.7773], [-5.1873, 0.2518, 2.7844], [-3.4639, 0.0171, 2.4771], [1.7739, -1.5573, 4.3254], [2.6012, -1.9526, 3.0966], [3.9593, -1.2559, 3.1298], [2.7883, -3.4656, 3.0712], [1.9387, -1.6278, 1.8251], [1.4131, -0.3123, 1.7120], [2.2084, -1.9871, 5.2294], [0.7483, -1.9302, 4.2422], [1.7423, -0.4760, 4.4813], [4.5437, -1.5937, 3.9872], [3.8520, -0.1712, 3.2170], [4.5131, -1.4744, 2.2151], [3.3975, -3.7893, 3.9155], [3.2806, -3.7688, 2.1460], [1.8249, -3.9795, 3.1317], [1.1917, -2.2764, 1.6057], [2.1983, 0.3043, 1.5219], [0.9926, 0.0067, 2.5840], [3.3247, -0.3133, -0.5650], [2.5348, -1.1994, -1.1896], [1.3349, -1.3146, -0.9750], [3.1883, -2.1690, -2.1640], [4.0425, -3.7991, -1.1151], [2.8301, 0.4906, -0.1524], [4.2560, -0.1639, -0.9164], [3.9842, -1.6931, -2.7267], [2.4112, -2.5620, -2.8064]],
  "forces_ev_per_a": [[0.737, 0.182, 0.281], [-0.164, -0.113, -0.491], [-0.017, -0.185, 0.033], [-0.095, -0.097, -0.024], [0.102, 0.074, -0.011], [0.086, -0.108, -0.099], [0.104, -0.180, 0.216], [-0.028, -0.057, 0.062], [0.024, -0.021, 0.016], [-0.032, -0.029, 0.631], [0.080, -0.057, 0.025], [0.028, -0.031, -0.045], [-0.002, 0.034, -0.015], [-0.017, 0.040, 0.072], [-0.025, 0.031, 0.035], [0.095, -0.026, 0.021], [0.052, 0.036, -0.052], [0.047, -0.014, 0.244], [-0.086, 0.134, -0.584], [-0.090, 0.096, 0.151], [-0.019, -0.137, 0.207], [0.037, 0.238, -0.204], [-0.112, -0.210, 0.126], [0.060, 0.062, -0.018], [-0.109, -0.090, -0.013], [-0.035, 0.038, -0.029], [0.068, -0.001, 0.043], [0.036, -0.026, -0.014], [-0.055, -0.045, 0.018], [0.065, -0.011, -0.081], [0.014, 0.040, 0.036], [-0.068, 0.039, -0.077], [-0.023, -0.032, -0.009], [0.003, 0.008, 0.010], [0.007, 0.009, -0.021], [-0.009, 0.016, -0.017], [-0.014, -0.002, 0.005], [-0.046, -0.043, 0.073], [-0.051, -0.025, 0.006], [0.033, 0.026, -0.030], [0.026, -0.034, -0.020], [-0.052, 0.033, 0.042], [-0.105, 0.062, -0.163], [0.018, 0.011, -0.020], [0.022, -0.006, -0.009], [-0.005, -0.001, -0.023], [-0.019, 0.024, 0.004], [-0.007, -0.005, -0.017], [-0.008, -0.035, 0.035], [-0.020, -0.001, 0.002], [0.006, 0.017, 0.020], [0.007, 0.015, -0.014], [-0.031, 0.010, 0.013], [-0.113, 0.010, 0.242], [-0.016, -0.077, 0.016], [-0.225, 0.674, -0.090], [0.319, -0.704, -0.129], [-0.565, 0.342, -0.049], [-0.231, 0.561, 0.339], [0.090, -0.156, 0.104], [0.291, -0.249, -0.596], [-0.026, 0.043, 0.045], [0.012, -0.066, -0.106], [0.050, -0.032, -0.100]],
  "total_charge": 0,
  "homo_ev": [-7.707, -7.592],
  "relative_energy_kcal_mol": 26.0,
  "homo_lumo_gap_ha": [0.280, 0.276]
}


{
  "formula": "C16H34HgN4O6S",
  "method": "ωB97M-V with the def2-TZVPD basis set",
  "elements": ["Hg", "O", "C", "C", "N", "C", "C", "O", "O", "C", "C", "O", "O", "H", "H", "H", "H", "H", "H", "H", "H", "H", "C", "C", "N", "C", "C", "N", "C", "C", "N", "H", "H", "H", "H", "H", "H", "H", "H", "H", "H", "H", "H", "H", "H", "H", "C", "C", "S", "O", "C", "C", "H", "H", "H", "H", "H", "H", "H", "H", "H", "H"],
  "positions_angstrom": [[0.0589, 0.1202, -0.9081], [-1.0230, 2.4829, -0.4672], [-2.4060, 2.2255, -0.5898], [-2.7424, 0.7743, -0.9242], [-2.0404, -0.2165, -0.1029], [-2.4791, -1.5779, -0.4691], [-1.7660, -2.2528, -1.6596], [-2.4271, -3.0477, -2.3245], [-0.5441, -1.9567, -1.7847], [-2.2110, 0.0488, 1.3448], [-0.9420, 0.6466, 1.9637], [-0.9305, 1.8650, 2.2552], [0.0023, -0.1675, 2.0592], [-0.8153, 2.4226, 0.4875], [-2.9177, 2.5210, 0.3303], [-2.7926, 2.8475, -1.4022], [-3.8318, 0.6606, -0.8064], [-2.4981, 0.5617, -1.9682], [-2.2911, -2.2252, 0.3893], [-3.5536, -1.6075, -0.6785], [-3.0645, 0.7100, 1.5144], [-2.3892, -0.8984, 1.8539], [2.7099, 1.5129, 0.6394], [2.8278, 0.0459, 0.9430], [2.2318, -0.7697, -0.0741], [2.9559, -0.9829, -1.3118], [2.7620, 0.1465, -2.3533], [1.4309, 0.7055, -2.4293], [1.1970, 3.2459, -1.5732], [1.1468, 3.2155, -0.0834], [1.3202, 1.8787, 0.4721], [3.1904, 2.0474, 1.4782], [3.2549, 1.7812, -0.2714], [3.8868, -0.2079, 1.1184], [2.2750, -0.1388, 1.8652], [1.9533, -1.6548, 0.3254], [4.0343, -1.1135, -1.1276], [2.5595, -1.9053, -1.7420], [3.4978, 0.9412, -2.1353], [3.0660, -0.2924, -3.3120], [1.0448, 0.5888, -3.3533], [2.1025, 3.5533, -2.0786], [0.2762, 3.3572, -2.1251], [1.9176, 3.8885, 0.3304], [0.1751, 3.5678, 0.2676], [0.8194, 1.8163, 1.3520], [-0.4611, -5.2083, 0.4775], [0.2945, -4.7226, 1.7087], [-0.1767, -2.9929, 1.9867], [-1.6408, -3.0668, 2.2922], [0.6093, -2.7895, 3.6074], [2.0555, -3.2541, 3.7068], [-0.1526, -6.2176, 0.2026], [-0.2885, -4.5480, -0.3757], [-1.5319, -5.2129, 0.6735], [1.3739, -4.7485, 1.5461], [0.0387, -5.2974, 2.6017], [-0.0556, -3.3195, 4.2920], [0.5265, -1.7171, 3.7852], [2.1338, -4.3405, 3.7320], [2.5069, -2.8634, 4.6195], [2.6509, -2.8888, 2.8701]],
  "forces_ev_per_a": [[0.854, -0.023, -0.267], [-2.583, -0.684, -0.136], [-0.181, -0.040, -0.001], [-0.343, 0.144, -0.187], [-0.154, -0.055, 0.074], [-0.313, -0.313, -0.004], [0.154, 0.383, 0.139], [-0.195, -0.239, -0.052], [0.114, -0.623, -0.295], [-0.324, 0.025, 0.322], [-0.248, -0.679, -0.050], [0.027, 0.357, -0.014], [0.010, 0.242, 0.409], [-0.676, -0.331, -0.069], [0.020, 0.018, -0.017], [-0.044, -0.001, 0.023], [0.006, -0.055, -0.022], [-0.060, -0.026, 0.007], [-0.062, 0.040, -0.109], [-0.026, 0.156, 0.102], [-0.043, -0.034, -0.039], [-0.025, 0.066, -0.057], [0.062, 0.376, 0.100], [0.337, -0.110, 0.418], [-0.111, -0.854, 0.037], [-0.029, 0.045, -0.303], [-0.046, 0.046, -0.011], [0.211, -0.033, -0.167], [0.189, 0.994, -0.118], [0.912, 0.827, 0.139], [0.524, 0.103, 0.369], [-0.038, 0.156, -0.134], [-0.086, -0.043, 0.070], [0.046, 0.003, -0.073], [0.045, -0.034, 0.001], [-0.138, -0.015, -0.070], [0.020, -0.037, -0.017], [0.008, 0.008, -0.003], [0.020, -0.061, -0.014], [0.085, 0.065, -0.016], [0.025, -0.123, -0.091], [0.099, -0.160, 0.001], [0.117, -0.164, -0.033], [0.083, -0.026, -0.026], [1.285, 0.833, -0.030], [0.354, 0.017, 0.263], [-0.014, 0.020, 0.004], [-0.112, 0.064, -0.206], [0.297, -0.555, 0.137], [-0.046, 0.148, 0.054], [-0.009, 0.167, -0.038], [-0.068, 0.022, -0.003], [0.007, 0.001, 0.012], [0.022, -0.018, -0.018], [-0.020, -0.004, -0.010], [0.007, 0.004, 0.023], [0.017, -0.006, 0.030], [0.025, -0.023, 0.020], [-0.043, -0.020, 0.029], [0.012, 0.001, -0.014], [-0.003, 0.000, -0.001], [0.050, 0.058, -0.069]],
  "multiplicity": 2,
  "total_charge": -1,
  "s2": 0.75,
  "homo_ev": [-3.678, -4.328],
  "relative_energy_kcal_mol": 58.1,
  "homo_lumo_gap_ha": [0.228, 0.252]
}


{
  "formula": "C16H34N3S",
  "method": "ωB97M-V with the def2-TZVPD basis set",
  "elements": ["C", "C", "C", "C", "C", "C", "C", "C", "N", "C", "S", "N", "C", "C", "N", "C", "C", "C", "C", "C", "H", "H", "H", "H", "H", "H", "H", "H", "H", "H", "H", "H", "H", "H", "H", "H", "H", "H", "H", "H", "H", "H", "H", "H", "H", "H", "H", "H", "H", "H", "H", "H", "H", "H"],
  "positions_angstrom": [[-1.2736, -3.0094, -6.4071], [-1.2460, -1.6567, -5.7055], [-0.1601, -1.5797, -4.6293], [-0.4846, -2.3679, -3.3519], [-0.9799, -1.4949, -2.1966], [-2.3392, -0.8532, -2.4731], [-2.9536, -0.1462, -1.2613], [-2.4010, 1.2633, -1.0115], [-0.9996, 1.2908, -0.6419], [-0.4588, 0.9035, 0.5116], [1.2175, 0.8583, 0.6213], [-1.2544, 0.6069, 1.5606], [-0.8149, -0.0871, 2.7509], [-0.2403, 0.8547, 3.8206], [1.1849, 1.1500, 3.5677], [2.0850, 0.1429, 4.1669], [3.5128, 0.3664, 3.6855], [3.9802, 1.7665, 4.0667], [3.0087, 2.7941, 3.4969], [1.5906, 2.5095, 3.9769], [-2.0518, -3.0257, -7.1661], [-1.4692, -3.8147, -5.7032], [-0.3197, -3.2054, -6.8911], [-2.2251, -1.4576, -5.2667], [-1.0541, -0.8815, -6.4509], [0.7664, -1.9605, -5.0625], [0.0182, -0.5330, -4.3702], [-1.2345, -3.1293, -3.5681], [0.4136, -2.8863, -3.0108], [-0.2247, -0.7326, -1.9960], [-1.0629, -2.1203, -1.3023], [-2.2578, -0.1462, -3.2994], [-3.0249, -1.6441, -2.7824], [-4.0271, -0.0360, -1.4238], [-2.8153, -0.7698, -0.3746], [-2.4990, 1.8537, -1.9233], [-2.9887, 1.7633, -0.2333], [-0.3368, 1.4909, -1.3776], [-2.2496, 0.6835, 1.4183], [-1.6763, -0.6100, 3.1676], [-0.0625, -0.8328, 2.4721], [-0.3447, 0.4057, 4.8105], [-0.8054, 1.7890, 3.8070], [1.3126, 1.0770, 2.4667], [1.7414, -0.8518, 3.8799], [2.0324, 0.2325, 5.2559], [4.1596, -0.3873, 4.1326], [3.5538, 0.2451, 2.6016], [4.9801, 1.9445, 3.6751], [4.0252, 1.8601, 5.1532], [3.2914, 3.7994, 3.8064], [3.0341, 2.7576, 2.4063], [0.8968, 3.2273, 3.5354], [1.5309, 2.5835, 5.0664]],
  "forces_ev_per_a": [[-0.090, 0.208, 0.072], [0.219, -0.050, -0.047], [-0.204, -0.089, -0.033], [0.215, 0.212, 0.115], [-0.098, -0.168, -0.276], [0.125, -0.074, 0.369], [0.073, 0.212, -0.267], [-0.472, -0.370, 0.149], [0.076, 0.069, -0.035], [-0.071, 0.243, -0.076], [0.686, -0.229, -0.459], [-0.428, 0.073, -0.566], [0.300, 0.089, 0.322], [-0.559, -0.227, -0.011], [0.025, 0.038, -0.307], [0.510, -0.507, -0.010], [0.000, 0.149, 0.232], [-0.012, -0.017, -0.266], [0.056, -0.107, 0.271], [0.265, 0.675, -0.087], [-0.052, -0.096, -0.080], [-0.020, -0.144, 0.033], [0.095, -0.060, -0.066], [-0.059, 0.095, 0.002], [-0.095, 0.047, 0.010], [0.064, 0.076, -0.020], [0.093, 0.064, 0.031], [-0.027, -0.140, 0.008], [-0.052, -0.091, -0.004], [0.064, -0.031, 0.080], [0.017, 0.057, 0.091], [-0.079, 0.028, -0.152], [-0.031, 0.018, -0.109], [-0.048, -0.002, 0.097], [-0.074, -0.023, 0.064], [-0.015, 0.051, 0.115], [0.027, 0.087, -0.109], [0.023, 0.016, 0.240], [0.011, -0.073, 0.007], [0.064, 0.043, -0.033], [-0.165, -0.007, 0.030], [0.104, 0.058, -0.011], [0.108, -0.051, 0.036], [-0.133, 0.077, 0.721], [-0.115, 0.066, 0.012], [-0.134, 0.016, -0.041], [-0.044, -0.085, -0.041], [0.026, -0.085, -0.042], [0.059, 0.015, 0.060], [0.044, 0.011, 0.077], [-0.070, 0.051, -0.048], [-0.023, 0.079, -0.058], [-0.075, -0.142, 0.037], [-0.104, -0.057, -0.025]],
  "total_charge": 1,
  "smiles": "CCCCCCCCNC(=S)NCC[NH+]1CCCCC1",
  "homo_ev": -12.087,
  "relative_energy_kcal_mol": 4.7,
  "homo_lumo_gap_ha": 0.365
}


{
  "formula": "C16H34NO2",
  "method": "ωB97M-V with the def2-TZVPD basis set",
  "elements": ["C", "O", "C", "C", "C", "C", "C", "C", "C", "C", "C", "C", "C", "C", "C", "C", "O", "C", "N", "H", "H", "H", "H", "H", "H", "H", "H", "H", "H", "H", "H", "H", "H", "H", "H", "H", "H", "H", "H", "H", "H", "H", "H", "H", "H", "H", "H", "H", "H", "H", "H", "H", "H"],
  "positions_angstrom": [[3.5257, 2.4746, 4.9411], [2.4307, 3.3530, 4.7739], [1.2059, 2.6946, 4.5339], [0.9987, 2.4100, 3.0492], [-0.3493, 1.7479, 2.7943], [-0.6793, 1.4337, 1.3270], [-0.3458, 2.5515, 0.3304], [-0.3046, 2.1434, -1.1458], [-1.4024, 2.6143, -2.0921], [-1.0066, 1.9220, -3.4010], [-0.4202, 0.5559, -2.9621], [-1.1500, -0.7120, -3.3802], [-0.2656, -1.9729, -3.3853], [-0.9220, -3.1660, -2.6921], [-0.7540, -3.1443, -1.1743], [-1.1383, -4.4784, -0.5250], [-0.0811, -5.4091, -0.5123], [0.9524, -5.1175, 0.4076], [-0.3991, 0.6659, -1.4404], [3.5062, 2.0045, 5.9303], [3.5392, 1.6842, 4.1816], [4.4366, 3.0613, 4.8439], [1.1509, 1.7666, 5.1192], [0.4210, 3.3692, 4.8843], [1.8081, 1.7672, 2.6855], [1.0883, 3.3669, 2.5322], [-0.3656, 0.7980, 3.3348], [-1.1488, 2.3495, 3.2345], [-0.1787, 0.4946, 1.0626], [-1.7537, 1.2316, 1.2683], [0.6003, 3.0258, 0.5786], [-1.1130, 3.3238, 0.4207], [0.6470, 2.4408, -1.5940], [-1.5033, 3.6941, -2.1544], [-2.3600, 2.2089, -1.7418], [-0.2090, 2.4946, -3.8728], [-1.8233, 1.8201, -4.1113], [0.6267, 0.4865, -3.2538], [-2.0034, -0.8744, -2.7097], [-1.5779, -0.5340, -4.3673], [-0.0125, -2.2334, -4.4130], [0.6805, -1.7520, -2.8757], [-1.9917, -3.1676, -2.9245], [-0.5142, -4.1010, -3.0791], [-1.3571, -2.3413, -0.7271], [0.2940, -2.9276, -0.9394], [-1.9289, -4.9450, -1.1172], [-1.5344, -4.3277, 0.4875], [1.4152, -6.0620, 0.6842], [0.5583, -4.6380, 1.3109], [1.7170, -4.4671, -0.0313], [-1.3084, 0.3393, -1.1046], [0.2999, 0.0769, -0.9888]],
  "forces_ev_per_a": [[-0.010, -0.055, 0.006], [0.010, -0.001, -0.088], [0.112, 0.014, 0.034], [0.051, -0.032, 0.046], [-0.003, -0.057, 0.050], [-0.100, -0.005, -0.008], [-0.339, -0.103, 0.002], [0.169, 0.262, -0.213], [-0.188, -0.299, 0.004], [0.122, 0.027, 0.183], [0.008, 0.003, -0.041], [-0.016, 0.053, 0.005], [-0.068, -0.003, 0.074], [-0.030, 0.012, 0.047], [0.005, 0.039, -0.015], [-0.065, 0.023, -0.061], [-0.069, 0.003, -0.033], [-0.052, 0.037, -0.016], [-0.141, -0.081, -0.010], [-0.023, 0.006, -0.023], [0.010, 0.039, -0.005], [-0.025, 0.009, 0.032], [-0.066, 0.036, -0.005], [-0.011, -0.072, 0.031], [-0.009, 0.021, -0.037], [-0.021, 0.010, 0.000], [-0.104, 0.016, 0.040], [0.030, 0.113, -0.080], [0.164, 0.094, 0.019], [0.023, -0.152, -0.032], [0.038, -0.108, -0.007], [0.085, 0.085, 0.072], [0.063, -0.031, 0.135], [0.153, 0.011, -0.030], [-0.041, 0.195, 0.075], [-0.100, 0.036, -0.148], [-0.019, -0.065, 0.051], [0.018, 0.014, -0.034], [-0.067, 0.100, -0.060], [0.016, -0.070, 0.005], [0.042, 0.066, 0.011], [0.043, -0.076, -0.089], [0.023, -0.133, -0.088], [0.066, 0.019, 0.033], [-0.004, -0.008, -0.037], [-0.026, 0.002, 0.097], [-0.026, 0.006, 0.074], [0.137, 0.009, 0.020], [0.039, 0.015, -0.015], [-0.006, -0.047, 0.005], [-0.014, -0.006, 0.023], [0.087, -0.073, 0.135], [0.131, 0.101, -0.130]],
  "total_charge": 1,
  "smiles": "COCCCCC[C@@H]1CC[C@H](CCCCCOC)[NH2+]1",
  "homo_ev": -11.881,
  "relative_energy_kcal_mol": 45.9,
  "homo_lumo_gap_ha": 0.336
}